No. 1
The molecule C6H15NO at a distorted geometry, computed with ωB97M-V with the def2-TZVPD basis set.

XYZ file:
```
23
Properties=species:S:1:pos:R:3:forces:R:3
C 1.28159 2.69673 1.38897 -0.0238 1.2209 -2.4923
C 0.27627 1.59469 1.17153 -0.2022 -1.1960 0.9522
C 1.05319 0.45421 0.47134 0.7724 0.3433 0.0308
C 0.15970 -0.26900 -0.48119 -1.4637 -1.1127 -0.9686
C 0.84803 -1.43856 -1.10957 4.5542 -0.6432 1.6117
N -1.08444 -0.79843 0.10704 0.7314 0.2694 2.4844
C -2.12253 -1.23834 -0.72326 -0.2127 0.4470 -1.2126
O -1.89011 -2.54208 -1.20371 -0.9506 -2.2321 -1.3592
H 1.96590 2.93618 0.47264 -1.3630 -0.7559 1.2450
H 0.80021 3.63778 1.57030 -0.1162 0.5492 0.6917
H 1.93524 2.40476 2.14002 1.2951 -0.1237 1.6357
H -0.00234 1.03285 2.11707 0.0601 1.4135 -0.4860
H -0.72754 1.96852 0.78456 1.5076 -0.8201 -0.2934
H 1.65997 -0.21132 1.31395 -1.6466 1.4397 -2.3965
H 1.79931 0.89696 -0.26422 -0.3697 -0.4971 1.2795
H -0.25197 0.43988 -1.27901 0.9843 -0.5521 0.9192
H 0.26953 -1.86555 -1.79631 -2.4932 -1.5158 -3.0707
H 0.93294 -2.32264 -0.35802 0.3520 1.6924 -0.8751
H 1.88002 -1.26640 -1.65873 -1.7802 -0.0385 1.4311
H -0.87122 -1.37287 0.97667 -0.7610 0.8028 -1.7439
H -2.18017 -0.59973 -1.65209 -0.0240 0.0720 1.1470
H -3.07976 -1.26918 -0.21360 -0.2193 0.4289 0.3051
H -2.65181 -2.86846 -1.77438 1.3690 0.8082 1.1648
```
Forces are in eV/Å.

As for the SMILES: CCC[C@@H](C)NCO. Its HOMO energy is -8.823 eV. Its LUMO energy is 1.0 eV. The calculation puts the max |F| at 0.095 hartree/bohr. The calculation puts the molecular weight at 117.192 g/mol. As for the net charge: 0.


No. 2
A cluster of 2 separate species, C6H15NO in total at a distorted geometry, computed with ωB97M-V with the def2-TZVPD basis set.

XYZ file:
```
23
Properties=species:S:1:pos:R:3:forces:R:3
C -2.34738 -0.16544 0.91551 -0.0350 0.9756 0.1344
C -1.43797 -0.18911 -0.30881 -0.9290 0.1969 -1.7405
N -0.36029 0.77391 -0.41538 0.8819 -0.4463 1.1093
C 0.29581 0.83428 -1.74648 -1.5912 0.5083 -0.3092
C 1.78756 0.79991 -1.59161 0.9512 -0.6676 1.1156
C 2.01484 0.55224 -0.05851 2.1322 -1.0103 -1.2443
C 0.67682 0.54605 0.63433 -0.1101 1.4898 -1.0482
H -1.90566 -0.30413 1.90580 0.2501 -0.3854 -0.2393
H -3.19574 -0.82933 0.77638 0.1726 -0.4271 0.0380
H -2.81040 0.82058 0.98364 0.1170 0.1946 -0.0806
H -1.14062 -1.20654 -0.61959 0.3653 -0.2330 0.5397
H -2.09641 0.08155 -1.15317 -0.0746 -0.1274 0.2525
H -0.06599 1.78134 -2.14559 0.3384 0.1072 -0.4728
H -0.09691 0.07335 -2.43459 0.1348 -0.1967 0.2805
H 2.30231 1.70462 -1.90307 -0.2838 0.2465 -0.0002
H 2.31506 -0.00658 -2.10531 -0.5075 -0.0246 -0.3401
H 2.81940 1.23438 0.23323 -0.8147 0.5981 0.6920
H 2.58495 -0.37883 0.09821 -0.6465 -0.1819 -0.2506
H 0.75193 1.44227 1.26488 -0.8331 -0.7070 0.7238
H 0.41017 -0.40782 1.07469 0.5391 0.1847 0.8327
O 0.00416 -2.73335 2.18195 0.0661 -0.1719 -0.1501
H -0.40717 -2.24841 1.45916 -0.0764 -0.0393 0.0482
H -0.09850 -2.17494 2.95433 -0.0468 0.1170 0.1092
```
Forces are in eV/Å.

As for the SMILES: CCN1CCCC1.O. Its HOMO energy is -8.330 eV. Its LUMO energy is 0.9 eV. The calculation puts the max |F| at 0.052 hartree/bohr. The calculation puts the molecular weight at 117.192 g/mol. As for the net charge: 0.


What is the formula in the first record? C6H15NO